No. 1
Here is a cluster of 2 separate species, CH3O2 in total at a distorted geometry from the OMol25 dataset. Energies are from the ωB97M-V functional and the def2-TZVPD basis.

Net charge: -1
Largest force on an atom, eV Å⁻¹: 5.35
Relative energy (zero: lowest compared OMol25 entry of this formula, charge and spin), kcal per mole: 47.0

CARTESIAN COORDINATES (ANGSTROEM)
O -0.28599 -1.16301 2.00412
H -1.11461 -1.33186 1.28872
O -0.03472 0.86865 -2.02146
C 0.32269 0.74639 -0.79556
H -0.13593 -0.15563 -0.24764
H 1.24855 1.03546 -0.22818

Forces on atoms 1 to 2 (eV/Å):
O -3.190 -0.509 -3.129
H 3.214 0.599 2.925

***

No. 2
Here is a cluster of 2 separate species, C4H9NO in total from the OMol25 dataset. Energies are from the ωB97M-V functional and the def2-TZVPD basis.

Net charge: 0
Structure (SMILES): C1CN2C[C@@H]12.O
Largest force on an atom, eV Å⁻¹: 0.38
Relative energy (zero: lowest compared OMol25 entry of this formula, charge and spin), kcal per mole: 69.8

CARTESIAN COORDINATES (ANGSTROEM)
C -0.56260 0.69181 0.09664
C -0.20645 0.66472 1.60022
N 0.89009 -0.33065 1.39579
C 0.24835 -1.51782 0.83456
C 0.51719 -0.37389 -0.05195
H -1.57395 0.39722 -0.20259
H -0.32307 1.64311 -0.38144
H 0.21257 1.60480 1.96662
H -0.97605 0.31814 2.29806
H 0.91047 -2.37755 0.78111
H -0.78077 -1.74664 1.11257
H 1.28406 -0.41290 -0.82469
O -0.08527 1.00041 -3.00533
H 0.65940 1.44785 -2.58748
H -0.12155 0.14259 -2.56619

Forces on atoms 1 to 2 (eV/Å):
C -0.091 0.046 0.013
C -0.115 0.155 0.228

***

No. 3
Here is a structure of composition C3H3O2Rh at a distorted geometry from the OMol25 dataset. Energies are from the ωB97M-V functional and the def2-TZVPD basis.

Multiplicity: 6
Total energy, eV: -10247.22878
Net charge: +1
Largest force on an atom, eV Å⁻¹: 4.54

CARTESIAN COORDINATES (ANGSTROEM)
C -0.76646 -0.63495 -0.16831
C -1.12199 0.72282 -0.07528
H -1.03378 1.36758 -0.95450
H -1.37490 -1.50581 0.06625
H -1.73340 1.08084 0.75832
O 1.59391 -1.33124 -0.20726
C 0.63556 -0.57308 0.13338
O 0.90805 0.72755 0.23804
Rh 2.89300 0.14630 0.20936

Forces on atoms 1 to 2 (eV/Å):
C 0.250 -1.496 2.050
C -4.161 1.504 -1.008

***

No. 4
Here is a structure of composition C3H4N2O3 from the OMol25 dataset. Energies are from the ωB97M-V functional and the def2-TZVPD basis.

Net charge: 0
Largest force on an atom, eV Å⁻¹: 0.40
Relative energy (zero: lowest compared OMol25 entry of this formula, charge and spin), kcal per mole: 77.7

CARTESIAN COORDINATES (ANGSTROEM)
C -0.21073 -0.85806 -1.27182
C 0.49472 0.86157 -0.46325
C -1.08560 -0.75479 0.34933
N 1.83121 0.70167 -0.06911
O -2.01661 -1.35984 1.06116
N -0.43337 0.29075 0.71055
O -0.47846 -1.59067 -2.13406
O 0.09476 1.84908 -1.04184
H -2.20215 -0.93584 1.92152
H 2.45521 1.18814 -0.69847
H 2.12078 -0.25209 0.09723
H -0.56976 0.86006 1.53875

Forces on atoms 1 to 2 (eV/Å):
C 0.062 0.118 -0.159
C -0.235 0.014 0.239

***

Question: net charge of number 2 (C4H9NO)?
Answer: 0